Record 1
{
  "formula": "C28H34Cl2N8O2Tl",
  "method": "the ωB97M-V functional and the def2-TZVPD basis",
  "symbols": ["Tl", "C", "C", "N", "C", "C", "N", "C", "C", "C", "N", "C", "C", "N", "C", "H", "H", "H", "H", "H", "H", "H", "H", "H", "H", "H", "H", "H", "H", "H", "H", "H", "H", "H", "H", "H", "H", "H", "H", "Cl", "C", "C", "C", "N", "C", "O", "C", "C", "C", "C", "C", "N", "C", "C", "C", "Cl", "N", "C", "O", "C", "C", "C", "C", "C", "N", "H", "H", "H", "H", "H", "H", "H", "H", "H", "H"],
  "positions_angstrom": [[-0.417736, -0.072777, 0.091270], [-1.455978, -3.197930, 2.945387], [-0.906126, -2.048531, 3.787332], [0.303873, -1.436774, 3.245860], [1.547870, -2.203894, 3.291105], [2.173329, -2.411686, 1.905279], [2.149878, -1.164393, 1.136581], [1.664883, -2.280141, -0.931973], [0.918968, -0.867654, -2.923009], [-0.605932, -0.945822, -2.765081], [-1.105925, -0.223180, -1.579362], [-2.481751, -0.592332, -1.227213], [-2.525201, -1.900303, -0.444257], [-2.045567, -1.778353, 0.936619], [-1.463810, -3.030735, 1.430080], [-2.473735, -3.390938, 3.297117], [-0.887463, -4.108043, 3.152873], [-0.761746, -2.424657, 4.808804], [-1.649991, -1.250750, 3.848610], [0.444264, -0.561606, 3.729896], [1.371417, -3.193946, 3.717883], [2.272558, -1.707336, 3.942371], [1.598388, -3.157345, 1.365685], [3.187741, -2.806118, 2.032515], [2.813012, -0.516599, 1.548131], [0.645023, -2.136389, -0.540717], [1.972402, -3.298221, -0.691655], [1.167589, -0.718714, -3.973189], [1.288140, 0.004261, -2.378504], [-0.897155, -1.992575, -2.664575], [-1.100255, -0.572774, -3.669263], [-1.066292, 0.768067, -1.789116], [-3.100772, -0.703143, -2.126744], [-2.921702, 0.205459, -0.621140], [-1.885909, -2.625039, -0.952303], [-3.544705, -2.300442, -0.477926], [-2.811131, -1.488511, 1.534138], [-0.440296, -3.083460, 1.051919], [-2.001528, -3.895714, 1.022595], [3.530306, 5.609945, 2.773431], [2.444961, 4.727055, 1.799864], [2.805370, 3.510582, 1.352011], [1.924186, 2.722355, 0.521010], [2.142090, 1.552749, 0.025070], [3.427563, 0.963097, -0.122171], [4.495288, 1.498521, 0.064989], [3.332491, -0.372653, -0.800345], [4.061536, -0.475262, -1.930904], [4.046605, -1.583890, -2.863331], [2.991477, -2.370122, -3.079603], [1.632017, -2.155085, -2.447472], [2.528397, -1.338648, -0.241701], [0.599839, 3.336894, 0.169341], [0.272052, 4.643115, 0.710850], [1.139479, 5.315953, 1.472001], [0.731544, 6.861126, 2.075710], [-0.212760, 2.706009, -0.588510], [-1.247222, 3.322194, -1.286625], [-1.008226, 4.178996, -2.104927], [-2.664155, 2.868212, -1.060290], [-3.623933, 3.281343, -1.974331], [-4.944383, 2.939827, -1.743667], [-5.259140, 2.235641, -0.591548], [-4.231368, 1.889903, 0.274278], [-2.954054, 2.186123, 0.044970], [3.775959, 3.123184, 1.600191], [4.709809, 0.360712, -2.149886], [4.951458, -1.742437, -3.440499], [3.077634, -3.190162, -3.785314], [1.003527, -2.990353, -2.764554], [-0.686176, 5.080070, 0.466895], [-3.321402, 3.856861, -2.838337], [-5.718971, 3.229439, -2.441823], [-6.280706, 1.964691, -0.359861], [-4.439724, 1.363052, 1.199063]],
  "forces_ev_per_a": [[6.96, 2.95, 14.47], [-0.02, 0.09, 0.04], [0.29, 0.07, -0.15], [-0.04, -0.08, 0.18], [-0.18, 0.08, -0.15], [0.24, 0.10, 0.12], [-0.22, -0.32, -0.07], [0.51, 0.12, -0.04], [0.01, -0.13, 0.08], [0.23, -0.33, -0.73], [-4.74, -1.32, -11.76], [-1.78, -0.49, -0.59], [-0.33, -0.41, -0.08], [-0.62, -0.53, -0.17], [0.10, -0.18, 0.17], [-0.01, -0.09, -0.02], [-0.04, -0.03, -0.03], [-0.09, -0.03, 0.06], [0.00, 0.01, -0.02], [-0.04, 0.11, -0.25], [0.08, -0.05, 0.09], [0.01, 0.00, 0.00], [-0.06, -0.06, -0.02], [0.03, -0.12, -0.07], [-0.05, 0.04, 0.02], [-0.07, -0.31, 0.11], [-0.16, -0.08, 0.06], [-0.06, 0.07, 0.02], [0.15, 0.09, -0.09], [-0.10, 0.04, 0.03], [-0.05, 0.05, 0.15], [-0.25, 0.30, -0.68], [0.12, 0.10, 0.05], [0.17, -0.33, -0.29], [-0.04, -0.14, 0.03], [0.05, 0.02, -0.13], [0.06, 0.12, 0.08], [-0.02, 0.00, 0.01], [0.00, 0.02, -0.08], [0.09, 0.16, 0.12], [-0.17, -0.07, -0.13], [-0.07, -0.04, 0.02], [-0.25, 0.11, 0.00], [0.16, -0.06, -0.66], [-0.10, 0.26, 0.14], [-0.33, 0.17, 0.14], [0.32, -0.38, -0.09], [-0.07, 0.06, 0.00], [-0.06, 0.01, -0.01], [-0.11, 0.02, 0.04], [0.20, 0.11, -0.14], [0.01, -0.09, 0.11], [0.21, 0.39, 0.44], [-0.01, -0.10, -0.18], [0.27, -0.12, 0.12], [0.02, 0.10, 0.07], [-0.25, -0.58, -0.64], [0.16, 0.40, 0.35], [-0.05, 0.00, -0.19], [-0.08, 0.10, 0.08], [-0.01, -0.03, -0.19], [-0.08, -0.02, 0.00], [0.01, -0.03, 0.05], [-0.09, 0.22, 0.06], [0.11, 0.17, 0.13], [0.13, -0.12, 0.01], [0.00, 0.06, -0.01], [-0.02, -0.04, 0.03], [-0.02, 0.05, 0.03], [-0.02, -0.05, -0.09], [0.01, -0.01, 0.01], [0.00, -0.01, 0.03], [0.02, 0.01, 0.01], [0.02, 0.01, 0.00], [-0.01, -0.04, 0.00]],
  "mulliken_charge": [0.88, -1.05, -0.97, 0.09, -1.23, -0.65, -0.04, 0.43, -0.67, -0.56, -0.59, 0.38, -0.90, -0.23, -0.14, 0.38, 0.39, 0.37, 0.43, 0.22, 0.35, 0.49, 0.44, 0.35, 0.33, -1.03, 0.58, 0.56, 0.25, 0.43, 0.40, 0.40, 0.59, -0.67, 0.34, 0.59, 0.26, -0.14, 0.46, -0.16, 0.11, -0.90, 0.20, 0.27, -0.52, -0.58, 0.98, -0.71, -0.69, -1.36, -0.19, 0.08, 0.62, -0.57, -0.21, -0.16, 0.35, -0.56, -0.60, 1.05, -0.79, -0.46, -0.57, -0.30, -0.29, 0.63, 0.54, 0.44, 0.45, 0.89, 0.64, 0.51, 0.46, 0.45, 0.45],
  "total_charge": 1,
  "molar_mass_g_mol": 789.92,
  "spin_multiplicity": 1,
  "total_energy_ev": -75329.248,
  "homo_lumo_gap_ev": 4.77
}


Record 2
{
  "formula": "C28H34F6N3",
  "method": "the ωB97M-V functional and the def2-TZVPD basis",
  "symbols": ["C", "C", "C", "N", "N", "N", "C", "C", "C", "C", "C", "C", "C", "C", "C", "C", "H", "H", "H", "H", "H", "H", "H", "H", "H", "H", "H", "H", "H", "H", "H", "H", "H", "H", "H", "H", "H", "H", "H", "H", "H", "F", "C", "F", "F", "C", "C", "C", "C", "C", "C", "C", "C", "C", "C", "F", "F", "F", "C", "C", "C", "C", "H", "H", "H", "H", "H", "H", "H", "H", "H"],
  "positions_angstrom": [[-1.835798, 2.041564, 3.396019], [-1.108671, 0.749564, 3.047555], [-0.313991, 0.290247, 4.248404], [-0.063982, 1.010937, 2.008794], [1.005025, 1.630166, 2.522539], [1.745165, 1.981406, 1.473378], [3.132856, 2.465174, 1.844134], [3.901199, 1.336398, 2.493563], [3.050776, 3.632477, 2.810269], [1.145466, 1.626084, 0.289125], [1.728157, 2.249882, -0.981820], [0.699773, 2.162640, -2.105805], [2.993336, 1.458402, -1.310182], [2.075102, 3.749979, -0.834957], [-0.042811, 0.955905, 0.637600], [-1.182555, 0.254520, -0.137632], [-2.576780, 1.840113, 4.178231], [-1.129710, 2.784836, 3.800731], [-2.360744, 2.471763, 2.537600], [-1.771417, -0.013154, 2.629279], [-0.987778, 0.080132, 5.083183], [0.259562, -0.615117, 4.031045], [0.395228, 1.075141, 4.548689], [3.647514, 2.777069, 0.939136], [4.874308, 1.702265, 2.851643], [3.337444, 0.940722, 3.351388], [4.093246, 0.525535, 1.783160], [4.056548, 3.882456, 3.185127], [2.654847, 4.541888, 2.346622], [2.422144, 3.368249, 3.671575], [-0.202043, 2.724316, -1.826698], [1.118565, 2.615759, -3.011722], [0.446710, 1.119836, -2.326769], [3.750233, 1.594520, -0.524807], [2.756848, 0.387333, -1.385928], [3.400222, 1.822463, -2.261755], [2.827682, 3.967189, -0.070160], [2.500428, 4.094365, -1.786589], [1.187364, 4.360072, -0.629199], [-1.129631, 0.693706, -1.145143], [-2.112186, 0.697587, 0.274219], [3.081683, -5.266603, -2.792938], [3.268542, -4.057502, -2.186214], [4.150493, -4.265735, -1.147482], [3.916871, -3.241597, -3.088880], [1.999425, -3.418811, -1.718466], [2.168081, -2.370844, -0.818695], [1.035606, -1.729906, -0.361509], [-0.231879, -2.027458, -0.862062], [-1.420289, -1.210856, -0.351083], [-2.805736, -1.482210, -1.087285], [-2.928578, -1.928185, -2.407889], [-4.146531, -2.345052, -2.960811], [-5.314243, -2.209612, -2.209815], [-6.632371, -2.634675, -2.810915], [-7.659685, -2.598352, -1.901982], [-6.966577, -1.790218, -3.843204], [-6.610189, -3.906141, -3.330314], [-5.259346, -1.673108, -0.926369], [-4.016316, -1.341261, -0.372854], [-0.371756, -3.199082, -1.627275], [0.742389, -3.849399, -2.123789], [3.136589, -2.094376, -0.441904], [1.182672, -0.980029, 0.397727], [-1.637700, -1.698713, 0.619815], [-2.037030, -2.014709, -3.033182], [-4.163736, -2.840918, -3.925814], [-6.164300, -1.591112, -0.318024], [-3.972379, -0.995473, 0.659477], [-1.361424, -3.577358, -1.866172], [0.630064, -4.695091, -2.805933]],
  "forces_ev_per_a": [[-0.25, 0.27, -0.15], [0.44, 0.07, -0.06], [-0.05, -0.60, 0.81], [1.50, 1.38, 0.28], [-0.18, -0.40, -2.22], [-1.20, -0.86, 1.11], [0.22, 0.33, 0.27], [0.10, -0.68, 0.10], [-0.21, 0.52, 0.27], [0.01, 1.30, 0.23], [-0.12, -0.42, -0.03], [0.04, -0.17, -0.15], [0.15, -0.13, -0.27], [-0.01, 0.11, 0.19], [0.06, -0.47, 0.45], [-0.23, 2.90, -0.76], [0.14, -0.04, -0.20], [-0.20, -0.30, -0.23], [0.07, -0.02, 0.10], [0.09, 0.07, 0.17], [0.07, 0.01, -0.12], [-0.08, 0.05, 0.04], [-0.48, -0.40, 0.06], [-0.31, -0.19, 0.14], [-0.36, -0.06, -0.16], [0.27, 0.09, -0.23], [-0.06, 0.00, 0.14], [-0.37, -0.23, -0.21], [-0.09, -0.18, 0.03], [0.22, 0.13, -0.21], [0.12, -0.20, -0.17], [-0.12, -0.13, 0.16], [0.01, 0.21, -0.10], [-0.12, -0.17, -0.43], [0.19, 0.28, -0.13], [0.05, -0.23, 0.20], [-0.32, 0.04, -0.27], [-0.16, -0.14, 0.17], [0.12, -0.16, 0.00], [-0.06, -0.04, 0.32], [0.35, -0.29, -0.11], [0.12, 1.18, 0.53], [1.17, -0.74, -0.63], [-0.88, 0.25, -1.05], [-0.51, -0.81, 0.82], [0.65, 0.00, 0.03], [-0.85, -0.58, -0.11], [0.17, 0.36, -0.33], [-0.23, -0.45, 0.32], [-1.05, -2.53, 0.68], [-0.21, 0.43, 0.07], [0.33, -0.06, -0.42], [0.15, 0.19, 0.72], [0.09, -0.16, 0.01], [-1.07, -0.19, -0.46], [1.07, 0.01, -0.94], [0.19, -0.87, 0.94], [0.14, 1.35, 0.54], [0.39, -0.09, 0.29], [0.48, -0.09, -0.12], [-0.27, 0.71, -0.09], [0.37, -0.26, 0.15], [0.24, -0.07, 0.00], [-0.13, 0.11, -0.05], [0.13, 0.37, -0.02], [-0.35, 0.06, 0.19], [-0.04, 0.31, -0.01], [0.35, 0.05, -0.31], [-0.11, -0.06, -0.12], [0.34, 0.08, -0.01], [0.12, 0.22, 0.35]],
  "mulliken_charge": [-1.30, 0.38, -1.36, 1.10, -1.12, 1.24, 0.14, -1.38, -1.37, -0.37, 1.95, -2.14, -1.37, -1.51, -0.16, -1.23, 0.45, 0.31, 0.33, 0.13, 0.46, 0.36, 0.31, 0.27, 0.45, 0.34, 0.27, 0.43, 0.33, 0.32, 0.41, 0.53, 0.37, 0.23, 0.28, 0.48, 0.25, 0.46, 0.39, 0.46, 0.68, -0.27, 0.96, -0.26, -0.26, 0.13, -1.32, -0.39, -0.21, 0.67, -0.06, -0.07, -1.25, 0.35, 0.84, -0.27, -0.25, -0.25, -0.98, -0.41, -0.45, -1.28, 0.56, 0.96, 0.33, 0.73, 0.41, 0.43, 0.38, 0.95, 0.46],
  "total_charge": 1,
  "molar_mass_g_mol": 526.59,
  "smiles": "CC(C)n1n[n+](C(C)C)c(C(C)(C)C)c1CC(c1ccc(C(F)(F)F)cc1)c1ccc(C(F)(F)F)cc1",
  "spin_multiplicity": 1,
  "total_energy_ev": -50357.393,
  "homo_lumo_gap_ev": 8.98
}


Record 3
{
  "formula": "C28H34IN4PRh",
  "method": "the ωB97M-V functional and the def2-TZVPD basis",
  "symbols": ["Rh", "N", "C", "C", "N", "C", "C", "N", "C", "C", "N", "H", "H", "H", "H", "H", "H", "H", "H", "H", "H", "H", "H", "H", "H", "H", "H", "H", "H", "I", "C", "C", "C", "C", "C", "C", "C", "C", "C", "P", "C", "C", "C", "C", "C", "C", "C", "C", "C", "C", "C", "C", "C", "H", "H", "H", "H", "H", "H", "H", "H", "H", "H", "H", "H", "H", "H", "H", "H"],
  "positions_angstrom": [[-1.041758, -0.658620, 1.026586], [-1.607119, -2.710594, 2.105442], [-2.993802, -2.755012, 2.573239], [-3.857817, -2.130874, 1.489496], [-3.428937, -0.748964, 1.220545], [-3.922738, -0.331999, -0.097981], [-3.447823, 1.070062, -0.444702], [-1.979721, 1.047876, -0.374573], [-3.877496, 0.144333, 2.309424], [-2.814691, 1.150387, 2.763851], [-1.523599, 0.481379, 2.951679], [-1.474860, -3.431433, 1.394143], [-0.983923, -2.947332, 2.876890], [-3.060657, -2.206919, 3.512942], [-3.321760, -3.780220, 2.768366], [-4.913842, -2.158598, 1.777819], [-3.747940, -2.713793, 0.572998], [-5.015703, -0.390685, -0.133925], [-3.512679, -1.026457, -0.841517], [-3.849972, 1.817276, 0.237756], [-3.797339, 1.333815, -1.447936], [-1.620762, 1.986564, -0.212730], [-1.639857, 0.742658, -1.286593], [-4.148683, -0.468712, 3.169189], [-4.779302, 0.686771, 2.009192], [-3.155719, 1.605617, 3.700515], [-2.678613, 1.955906, 2.042546], [-1.608958, -0.199128, 3.709304], [-0.819893, 1.163909, 3.235364], [1.394767, -2.180099, 1.502641], [3.326650, -1.899322, 0.674328], [4.269271, -2.762820, 1.199700], [5.597161, -2.683273, 0.793063], [5.961080, -1.728149, -0.130798], [5.008810, -0.852027, -0.693428], [5.421027, 0.095693, -1.650002], [4.514755, 0.956210, -2.228984], [3.174485, 0.876720, -1.877886], [2.714685, -0.040000, -0.934841], [0.888409, 0.154726, -0.695714], [0.332373, -0.089064, -2.416309], [-0.470217, 0.763302, -3.179460], [-0.920958, 0.359093, -4.424721], [-0.612809, -0.904989, -4.910806], [0.166034, -1.765244, -4.149673], [0.637733, -1.365476, -2.914986], [0.905632, 1.853716, -0.008650], [0.611533, 3.041564, -0.670666], [0.607950, 4.233804, 0.037328], [0.907934, 4.257012, 1.390926], [1.219105, 3.075578, 2.049228], [1.209522, 1.879082, 1.358357], [3.625800, -0.924181, -0.303508], [3.974863, -3.500310, 1.932231], [6.321156, -3.364099, 1.214098], [6.991951, -1.643563, -0.440339], [6.464411, 0.135971, -1.921661], [4.839049, 1.685835, -2.952409], [2.475652, 1.553737, -2.351354], [-0.717029, 1.759732, -2.845787], [-1.514185, 1.039401, -5.016710], [-0.989885, -1.215706, -5.873481], [0.399246, -2.750096, -4.524667], [1.246977, -2.038993, -2.322379], [0.416264, 3.066473, -1.732584], [0.370764, 5.149986, -0.480099], [0.912202, 5.194160, 1.924864], [1.482546, 3.091381, 3.095473], [1.461250, 0.957024, 1.872341]],
  "forces_ev_per_a": [[-0.73, -0.09, -0.33], [0.83, -0.04, -0.20], [-0.56, 0.04, -0.19], [0.01, -0.23, 0.32], [0.34, -0.03, -0.01], [-0.23, 0.35, -0.27], [-0.35, -0.48, -0.02], [0.16, 0.10, 0.03], [0.16, 0.38, 0.16], [-0.47, 0.11, 0.05], [0.51, -0.28, 0.02], [0.01, 0.02, 0.18], [-0.13, -0.13, -0.08], [-0.02, -0.02, -0.01], [0.03, 0.11, 0.01], [0.01, -0.03, -0.06], [-0.03, 0.02, -0.03], [-0.01, -0.01, -0.05], [-0.16, 0.01, 0.08], [0.06, -0.03, 0.00], [0.02, -0.01, 0.12], [0.11, -0.16, -0.05], [-0.07, 0.22, 0.13], [-0.06, 0.03, -0.04], [-0.01, -0.08, 0.07], [-0.02, 0.01, -0.15], [0.03, -0.06, 0.03], [0.15, 0.26, -0.06], [-0.13, -0.19, -0.02], [0.94, -0.55, 0.36], [-1.05, 0.33, 0.00], [0.67, -0.30, 0.07], [-0.69, -0.50, 0.63], [-0.03, 0.73, -0.65], [-0.10, -0.13, 0.15], [0.29, -0.52, 0.42], [-0.79, 0.37, -0.18], [0.92, 0.30, -0.46], [-0.19, -0.40, 0.39], [-0.52, 0.36, 0.24], [-0.05, -0.02, 0.14], [0.34, 0.08, 0.04], [-0.06, -0.15, -0.13], [-0.09, 0.17, 0.10], [0.00, -0.08, -0.12], [0.01, 0.28, 0.23], [0.05, -0.18, -0.25], [0.20, -0.09, -0.02], [-0.06, 0.14, 0.03], [-0.05, 0.01, -0.11], [0.06, 0.03, 0.03], [0.04, -0.03, -0.18], [0.22, 0.13, -0.19], [0.04, -0.04, 0.04], [0.10, -0.02, 0.00], [0.13, 0.01, -0.06], [0.16, 0.02, -0.05], [0.06, 0.09, -0.11], [0.00, 0.00, -0.02], [-0.01, 0.09, 0.04], [-0.06, 0.03, -0.07], [0.03, -0.03, -0.08], [0.05, -0.08, -0.01], [0.02, -0.11, -0.03], [-0.03, -0.03, -0.06], [0.01, 0.13, -0.04], [0.00, 0.09, 0.06], [0.04, 0.02, 0.13], [-0.01, 0.03, 0.05]],
  "mulliken_charge": [0.23, -0.33, -0.86, -0.78, 0.85, -0.86, -0.94, 0.12, -1.09, -0.71, -0.32, 0.23, 0.26, 0.34, 0.50, 0.34, 0.39, 0.33, 0.45, 0.31, 0.52, 0.03, -0.10, 0.47, 0.36, 0.53, 0.35, 0.20, 0.24, 0.36, 0.18, -0.70, -0.89, -0.69, 0.81, -0.67, -1.16, -0.55, 1.22, 0.09, 1.32, -0.22, -0.81, -0.69, -0.68, -1.17, 1.84, -0.29, -0.67, -0.74, -0.67, -1.03, 0.75, 0.48, 0.46, 0.49, 0.51, 0.50, 0.38, 0.14, 0.50, 0.45, 0.47, 0.35, 0.29, 0.51, 0.48, 0.57, 0.44],
  "total_charge": 3,
  "molar_mass_g_mol": 687.39,
  "s2": 6.039,
  "spin_multiplicity": 5,
  "total_energy_ev": -55919.138,
  "homo_lumo_gap_ev": [7.11, 4.59]
}